(1)
Entry from the OMol25 dataset: a structure of composition C21H32Cl2FN4SiTi in a non-equilibrium geometry (ωB97M-V/def2-TZVPD).

Its spin multiplicity is 1. As for the HOMO-LUMO gap: 7.714 eV. The total charge is +1.

Last column: Löwdin charge in e.
CARTESIAN COORDINATES (ANGSTROEM)
H (-5.275, -2.131, -1.206)  0.115
H (-0.762, 2.713, -1.499)  0.027
N (2.501, -1.330, -0.184)  -0.340
H (-0.909, -4.021, 1.388)  0.108
C (2.003, 2.402, 0.679)  -0.513
H (-1.071, 1.699, 2.687)  -0.020
H (1.384, -3.781, 0.549)  0.118
Cl (2.267, 2.944, -3.229)  0.719
H (1.644, -2.886, -1.370)  0.079
C (2.618, -2.111, 1.066)  -0.186
F (-0.239, -1.246, -2.051)  -0.038
Cl (1.310, 1.097, 1.653)  0.865
H (0.606, -1.189, 2.957)  0.068
C (-1.998, 2.017, 2.212)  -0.180
N (1.190, 1.047, -1.077)  -0.092
H (3.740, 0.213, 0.561)  0.081
C (-0.916, -3.147, 0.730)  -0.056
H (-4.142, 3.053, 0.021)  0.044
H (3.424, 5.021, -1.669)  0.115
H (3.515, -2.740, 1.038)  0.140
H (-0.457, 3.634, -0.022)  0.035
H (-1.704, -2.847, -3.481)  0.131
H (-4.136, -3.296, -3.077)  0.113
Ti (0.455, -0.293, -0.288)  0.862
C (3.690, -0.460, -0.292)  -0.070
C (-2.198, -0.721, -0.839)  -0.329
H (-2.824, 1.482, 2.688)  0.036
H (3.611, 5.333, 0.779)  0.115
H (-4.576, 1.491, 0.708)  0.033
C (-3.928, 1.982, -0.020)  -0.175
C (-4.231, -1.932, -1.410)  -0.055
H (-0.584, -2.481, 3.128)  0.105
H (4.595, -1.074, -0.311)  0.106
C (3.020, 4.278, -0.993)  -0.082
C (1.849, 2.180, -0.690)  -0.478
N (0.143, -2.200, 1.149)  -0.295
C (2.399, 3.160, -1.520)  -0.610
H (-1.891, -2.673, 0.792)  0.091
C (-2.253, -2.350, -2.692)  -0.007
H (-0.750, -3.478, -0.294)  0.094
H (-4.202, 1.636, -1.019)  0.044
H (-1.051, -0.943, 2.364)  0.075
C (2.510, -2.227, -1.365)  -0.061
C (1.402, -2.977, 1.282)  -0.179
H (2.684, 3.605, 2.320)  0.118
C (-0.247, -1.668, 2.478)  -0.086
Si (-2.108, 1.787, 0.364)  0.440
H (3.632, 0.125, -1.205)  0.093
H (3.415, -2.841, -1.375)  0.110
H (2.487, -1.620, -2.268)  0.102
C (-1.229, 3.121, -0.602)  -0.149
C (-1.631, -1.439, -1.883)  -0.200
C (-3.550, -1.023, -0.616)  -0.043
N (-1.426, 0.196, -0.105)  -0.168
H (-1.956, 3.875, -0.911)  0.041
C (2.612, 3.496, 1.247)  -0.079
H (-2.133, 3.080, 2.436)  0.046
C (-3.597, -2.593, -2.457)  -0.064
C (3.126, 4.452, 0.382)  -0.064
H (2.744, -1.403, 1.886)  0.107
H (-4.053, -0.545, 0.211)  0.103
H (1.451, -3.453, 2.266)  0.140

---

(2)
Entry from the OMol25 dataset: a structure of composition C30H30AsBaF6N2O5P2 in a non-equilibrium geometry (ωB97M-V/def2-TZVPD).

Its spin multiplicity is 2. As for the HOMO-LUMO gap (spin up / spin down): 8.756 / 6.664 eV. Its expectation value of S² is 0.756. The total charge is 0.

Last column: Löwdin charge in e.
CARTESIAN COORDINATES (ANGSTROEM)
H (1.272, -3.845, -3.032)  0.104
P (0.302, -1.225, 1.096)  0.909
C (0.670, -1.734, 3.796)  -0.111
H (4.653, 3.134, -1.316)  0.135
H (-0.489, -4.058, 5.961)  0.105
C (-5.960, -2.991, -0.484)  -0.089
O (3.086, 0.319, -0.874)  -0.113
O (1.067, 2.768, -0.504)  -0.189
C (0.789, 3.314, -1.552)  -0.551
C (-4.935, -3.483, -1.279)  -0.088
C (-4.656, -1.029, -0.013)  -0.090
H (-6.623, -1.372, 0.759)  0.103
H (1.323, -0.867, 3.783)  0.085
C (-3.770, -2.746, -1.436)  -0.112
H (-1.241, 1.413, 1.017)  0.067
O (-0.117, 3.728, -2.201)  0.149
C (2.919, 1.595, -3.772)  -0.111
H (-1.666, -4.793, 3.919)  0.105
C (0.497, -2.421, 4.992)  -0.077
O (4.507, 1.437, 0.411)  -0.187
F (2.727, 4.231, 1.880)  -0.367
H (1.013, -2.092, 5.884)  0.107
F (1.301, 5.429, 3.453)  -0.213
C (4.282, 2.227, -1.788)  -0.048
H (5.099, 1.803, -2.380)  0.143
H (2.382, -3.063, 1.708)  0.104
C (-3.159, 3.737, -0.496)  -0.082
C (2.842, -4.168, -0.056)  -0.079
H (-3.435, 4.780, -0.408)  0.105
C (-3.615, -1.516, -0.801)  -0.372
C (-3.665, 2.966, -1.535)  -0.080
O (0.979, 0.633, -2.642)  -0.079
H (3.544, 0.722, -3.586)  0.130
C (1.459, 1.160, -3.849)  -0.236
C (2.128, -3.228, 0.667)  -0.098
H (-1.875, 3.758, 1.224)  0.111
P (-1.979, -0.711, -0.961)  0.998
F (3.260, 2.541, 3.678)  -0.386
C (2.412, 3.638, -2.522)  0.000
N (3.213, 2.561, -2.710)  -0.110
H (3.220, 2.026, -4.733)  0.136
H (1.398, 0.422, -4.660)  0.123
H (3.090, -5.135, -1.955)  0.102
F (0.839, 3.056, 3.149)  -0.424
H (-1.862, -0.718, 1.352)  0.057
F (3.697, 4.921, 4.020)  -0.208
H (-1.350, -3.565, 1.795)  0.108
C (3.946, 1.214, -0.683)  -0.775
H (-4.340, 3.407, -2.258)  0.104
H (2.838, 4.395, -1.869)  0.128
C (-5.821, -1.761, 0.144)  -0.082
H (3.639, -4.720, 0.425)  0.105
C (-0.343, -3.521, 5.033)  -0.079
As (2.292, 4.042, 3.607)  0.726
H (-3.707, 1.046, -2.472)  0.108
H (0.817, 2.000, -4.127)  0.115
F (1.852, 3.791, 5.246)  -0.217
H (-5.042, -4.437, -1.778)  0.102
C (-2.290, 3.167, 0.418)  -0.077
H (1.959, 4.022, -3.430)  0.122
N (-1.333, -1.112, 0.576)  -0.409
C (-1.939, 1.828, 0.299)  -0.114
H (0.025, -2.166, -1.768)  0.035
H (-2.969, -3.129, -2.058)  0.093
H (1.732, 0.330, -2.101)  0.044
C (1.513, -3.680, -1.990)  -0.079
C (2.533, -4.400, -1.389)  -0.086
H (-4.557, -0.063, 0.470)  0.106
C (-2.447, 1.042, -0.728)  -0.382
C (0.796, -2.734, -1.269)  -0.103
C (1.088, -2.513, 0.074)  -0.364
C (0.014, -2.144, 2.641)  -0.393
C (-0.832, -3.251, 2.693)  -0.081
Ba (2.189, 1.649, 1.422)  2.045
C (-3.307, 1.635, -1.653)  -0.105
H (-6.870, -3.563, -0.357)  0.102
C (-1.009, -3.933, 3.883)  -0.073

---

Energy relative to the best compared isomer or geometry (same formula, charge and spin): 47.3; 139.5 (kJ/mol)